{"formula": "C30H50Cl2MnN3O4Si", "method": "ωB97M-V with the def2-TZVPD basis set", "lumo_energy_ev": [2.32, 2.32], "gap_ev": [5.031, 5.981], "e_homo_ev": [-2.71, -3.66], "charge": -1, "multiplicity": 6, "species": ["C", "C", "H", "H", "H", "C", "C", "H", "H", "H", "H", "Mn", "Cl", "C", "O", "N", "C", "C", "H", "H", "H", "H", "H", "H", "H", "H", "H", "C", "C", "N", "H", "C", "O", "H", "H", "H", "H", "H", "H", "C", "C", "N", "H", "C", "O", "H", "H", "H", "H", "O", "C", "C", "C", "H", "C", "H", "C", "H", "C", "C", "H", "H", "H", "Si", "Cl", "C", "C", "C", "H", "H", "H", "H", "H", "H", "H", "H", "H", "C", "C", "C", "C", "C", "C", "C", "H", "H", "H", "H", "H", "H", "H"], "coordinates": [[2.498, 5.095, 0.848], [1.349, 4.264, 1.334], [2.188, 5.798, 0.056], [3.309, 4.482, 0.451], [2.883, 5.681, 1.698], [0.408, 4.798, 2.136], [0.362, 6.226, 2.605], [-0.383, 4.201, 2.572], [0.347, 6.965, 1.796], [1.219, 6.470, 3.249], [-0.563, 6.340, 3.195], [1.691, -2.360, -0.891], [3.571, -2.960, -2.064], [-1.224, -1.814, 1.351], [-0.855, -1.960, 0.173], [-2.396, -2.250, 1.852], [-3.495, -2.604, 0.964], [-2.648, -2.317, 3.291], [-0.586, -1.305, 2.105], [-3.092, -2.691, -0.056], [-4.279, -1.828, 0.999], [-3.938, -3.553, 1.299], [-1.827, -2.856, 3.805], [-3.594, -2.856, 3.450], [-2.726, -1.303, 3.731], [-2.012, -4.465, -3.077], [0.001, -5.750, -5.181], [-1.739, -3.708, -3.829], [-0.091, -4.688, -5.456], [-0.365, -3.868, -4.286], [-1.903, -2.702, -3.421], [0.616, -3.511, -3.459], [0.350, -3.016, -2.331], [0.831, -4.348, -5.934], [1.665, -3.655, -3.769], [-2.401, -3.850, -4.672], [-0.918, -4.587, -6.158], [-0.486, 3.540, -1.463], [-2.676, 4.451, 0.795], [-1.566, 3.540, -1.719], [-3.217, 3.779, 0.096], [-2.295, 2.915, -0.635], [-1.717, 2.971, -2.648], [-2.396, 1.543, -0.557], [-2.008, 0.737, -1.397], [-3.921, 3.164, 0.676], [-2.875, 1.224, 0.391], [-1.906, 4.581, -1.831], [-3.768, 4.413, -0.627], [0.841, 2.655, -0.404], [1.344, 2.785, 0.864], [-0.744, 2.055, 1.941], [0.629, 1.881, 1.888], [-1.173, 2.752, 1.220], [-1.537, 1.432, 2.911], [2.414, 2.513, 0.796], [1.253, 1.022, 2.799], [-2.626, 1.539, 2.877], [-0.901, 0.669, 3.894], [0.482, 0.463, 3.837], [2.322, 0.810, 2.680], [-1.495, 0.208, 4.688], [0.968, -0.180, 4.582], [1.713, 1.554, -2.494], [1.430, -0.149, -0.732], [0.151, 1.344, -3.471], [3.045, 0.582, -3.498], [2.338, 3.264, -2.154], [-0.663, 1.112, -2.764], [0.201, 0.525, -4.207], [-0.104, 2.261, -4.020], [1.495, 3.957, -2.043], [2.978, 3.667, -2.953], [2.933, 3.219, -1.231], [2.701, -0.410, -3.838], [3.950, 0.399, -2.905], [3.367, 1.108, -4.412], [2.515, -2.347, 1.050], [1.812, -3.506, 1.583], [1.126, -3.479, 2.832], [0.420, -4.586, 3.287], [0.386, -5.784, 2.530], [1.051, -5.823, 1.296], [1.752, -4.706, 0.821], [3.477, -2.500, 0.506], [2.483, -1.434, 1.649], [1.193, -2.566, 3.426], [-0.105, -4.532, 4.241], [-0.142, -6.659, 2.924], [1.024, -6.752, 0.705], [2.273, -4.738, -0.153]], "atomic_forces_ev_per_a": [[0.0, 0.5, 0.0], [-0.9, -0.4, 0.6], [0.1, -0.2, 0.2], [-0.1, 0.1, 0.1], [0.0, 0.0, -0.3], [0.6, -0.1, -0.3], [-0.2, 0.1, 0.2], [0.2, -0.2, -0.2], [0.0, -0.1, 0.0], [-0.1, 0.0, 0.0], [0.4, 0.3, -0.1], [-0.6, -0.5, 0.2], [0.8, -0.4, -0.9], [1.5, -0.1, -1.4], [-0.9, 0.1, 1.6], [-0.9, -0.1, 0.1], [0.2, -0.1, 0.0], [0.4, 0.4, 0.1], [-0.1, -0.3, -0.3], [-0.2, 0.0, 0.4], [0.2, -0.2, -0.1], [0.1, 0.1, -0.3], [-0.5, 0.3, -0.3], [0.4, 0.2, 0.0], [-0.1, -0.5, -0.2], [0.2, 0.3, 0.0], [0.0, 0.2, -0.1], [-0.2, 0.0, 0.3], [0.0, -0.1, 0.1], [0.0, 0.0, -0.1], [0.2, -0.4, 0.0], [-0.3, 0.8, 1.9], [0.0, -1.0, -2.0], [-0.1, -0.1, 0.0], [-0.3, 0.0, 0.0], [-0.1, 0.0, -0.3], [0.1, 0.1, 0.0], [-0.6, -0.1, -0.1], [-0.2, -0.3, -0.3], [0.5, 0.1, -0.4], [0.3, -0.1, 0.2], [-0.9, -0.5, -0.2], [-0.1, 0.3, 0.2], [0.1, 0.3, -0.7], [-0.5, 0.9, 1.0], [0.2, 0.2, -0.2], [-0.1, 0.0, -0.3], [0.0, -0.4, -0.1], [0.1, -0.4, 0.4], [-1.1, 0.0, 0.5], [0.2, -0.6, -0.5], [-0.8, -0.1, 0.4], [0.5, 0.5, -0.1], [0.2, -0.5, 0.3], [0.6, 0.0, -0.2], [0.3, -0.3, 0.7], [-0.5, 0.2, 0.1], [0.3, 0.0, 0.2], [-0.1, -0.1, 0.1], [0.3, -0.2, -0.3], [-0.4, 0.1, 0.3], [0.3, 0.1, -0.2], [-0.2, 0.3, -0.3], [0.3, -1.3, 0.7], [0.2, 3.2, -1.4], [-0.6, 0.0, 0.1], [0.0, -0.1, 0.3], [0.7, 0.6, -0.8], [0.3, 0.1, -0.4], [0.3, 0.2, 0.3], [0.1, -0.1, 0.1], [0.4, -0.3, 0.2], [0.2, -0.3, -0.2], [-0.2, 0.2, -0.4], [-0.1, 0.3, 0.4], [-0.1, 0.0, -0.1], [-0.2, 0.2, 0.3], [0.2, -0.5, 0.6], [0.8, 0.3, -0.1], [-0.1, -0.3, -0.3], [0.2, -0.4, -0.6], [-0.1, 0.5, 0.3], [0.2, 0.2, 0.0], [-0.3, -0.7, 0.3], [-0.6, -0.1, 0.8], [0.1, -0.3, -0.1], [-0.1, -0.2, -0.1], [0.1, -0.1, -0.1], [0.2, 0.3, -0.2], [0.1, 0.5, 0.2], [-0.2, -0.1, 0.6]]}

{"formula": "C30H50IrP4S", "method": "ωB97M-V with the def2-TZVPD basis set", "lumo_energy_ev": [-8.16, -12.52], "gap_ev": [6.336, 4.224], "e_homo_ev": [-14.50, -16.74], "charge": 3, "e_above_lowest_kcal_mol": 38.7, "multiplicity": 5, "species": ["Ir", "P", "P", "P", "H", "C", "C", "H", "C", "C", "C", "C", "C", "C", "C", "C", "C", "H", "H", "H", "H", "H", "H", "H", "H", "H", "H", "H", "H", "H", "H", "H", "H", "H", "H", "H", "H", "H", "H", "H", "H", "H", "H", "H", "H", "H", "C", "C", "C", "C", "C", "C", "S", "H", "H", "H", "H", "H", "H", "C", "P", "C", "C", "C", "C", "C", "C", "C", "C", "C", "C", "C", "C", "H", "H", "H", "H", "H", "H", "H", "H", "H", "H", "H", "H", "H"], "coordinates": [[0.475, 0.490, -0.459], [-0.391, 2.387, 0.654], [-1.929, -0.185, -0.483], [2.545, 1.489, -0.127], [1.095, 0.971, -4.026], [1.661, 0.595, -3.169], [2.010, -0.700, -3.273], [1.944, -1.157, -4.276], [-0.731, 3.742, -0.528], [-1.930, 2.507, 1.673], [0.654, 3.194, 1.939], [-2.568, -1.702, -1.322], [-2.855, -0.550, 1.067], [-2.948, 1.076, -1.305], [3.806, 0.346, -0.767], [3.453, 2.136, 1.333], [2.491, 2.889, -1.302], [2.273, 1.334, -2.682], [2.521, -1.349, -2.571], [-1.299, 4.512, 0.012], [-1.333, 3.373, -1.365], [0.199, 4.180, -0.901], [-2.049, 3.568, 1.937], [-1.808, 1.933, 2.599], [-2.823, 2.179, 1.136], [0.045, 3.933, 2.476], [1.500, 3.722, 1.487], [0.997, 2.444, 2.666], [-3.636, -1.569, -1.532], [-2.384, -2.604, -0.733], [-2.088, -1.882, -2.281], [-3.896, -0.766, 0.800], [-2.849, 0.269, 1.783], [-2.447, -1.440, 1.556], [-3.944, 0.653, -1.460], [-2.523, 1.341, -2.275], [-3.051, 1.989, -0.720], [4.395, 0.897, -1.509], [3.325, -0.512, -1.231], [4.434, -0.021, 0.057], [3.452, 3.233, 1.300], [4.490, 1.784, 1.258], [3.044, 1.789, 2.289], [3.420, 2.861, -1.877], [2.416, 3.837, -0.775], [1.639, 2.800, -1.983], [-0.808, -2.194, -4.230], [-0.733, -1.001, -3.489], [-1.157, 0.223, -3.973], [-1.887, 0.235, -5.162], [-2.115, -0.953, -5.853], [-1.470, -2.138, -5.468], [0.077, -3.539, -3.530], [-0.861, -4.434, -3.327], [-0.270, -1.075, -2.507], [-0.876, 1.138, -3.440], [-2.245, 1.192, -5.519], [-2.691, -0.916, -6.788], [-1.443, -3.054, -6.050], [2.411, -1.784, 1.441], [0.835, -0.880, 1.355], [-0.207, -2.376, 1.588], [-0.742, -2.744, 2.845], [-1.537, -3.892, 2.975], [-1.733, -4.747, 1.881], [-1.156, -4.409, 0.658], [-0.403, -3.245, 0.508], [0.789, -0.126, 3.032], [-0.433, 0.218, 3.633], [-0.473, 0.877, 4.861], [0.708, 1.158, 5.552], [1.922, 0.752, 4.997], [1.966, 0.106, 3.759], [2.525, -2.317, 0.491], [2.361, -2.526, 2.255], [3.251, -1.104, 1.615], [-0.552, -2.173, 3.762], [-1.991, -4.131, 3.943], [-2.317, -5.665, 1.974], [-1.255, -5.044, -0.218], [0.027, -3.021, -0.462], [-1.370, -0.059, 3.145], [-1.431, 1.189, 5.275], [0.687, 1.705, 6.497], [2.861, 0.951, 5.516], [2.932, -0.213, 3.370]], "atomic_forces_ev_per_a": [[-2.0, -0.7, 0.3], [-0.6, 2.0, 1.4], [-1.0, -0.7, 0.2], [1.2, 0.5, -0.3], [0.4, 0.2, 0.3], [1.1, -0.3, -1.1], [0.5, -0.7, -1.3], [-0.7, -0.1, 0.6], [0.0, 0.0, 0.0], [-0.2, -0.3, -0.1], [0.1, 0.0, -0.2], [0.4, -0.3, -0.6], [0.1, 0.2, 0.3], [-0.2, 0.2, -0.2], [0.1, -0.3, -0.1], [-0.1, 0.1, 0.3], [0.2, 0.4, 0.0], [-0.5, -0.4, 0.4], [0.1, 0.4, 0.0], [0.2, -0.1, -0.2], [0.2, 0.2, 0.1], [-0.3, -0.1, 0.0], [0.1, -0.3, -0.2], [-0.1, 0.2, -0.3], [0.2, 0.2, 0.3], [0.1, -0.2, -0.2], [-0.2, -0.1, 0.2], [-0.1, 0.3, -0.2], [0.2, 0.0, 0.3], [-0.2, 0.3, 0.1], [-0.3, 0.0, 0.2], [0.2, 0.1, -0.1], [-0.1, -0.2, -0.2], [0.0, 0.2, -0.2], [0.1, 0.1, 0.0], [-0.2, -0.1, 0.2], [0.0, -0.1, -0.1], [0.1, -0.3, 0.2], [0.3, 0.2, 0.1], [-0.1, 0.2, -0.4], [0.0, -0.4, 0.1], [-0.3, 0.1, -0.1], [0.1, 0.2, -0.3], [0.0, 0.4, 0.0], [0.2, 0.1, 0.0], [0.3, 0.3, 0.3], [-0.2, -0.7, -0.8], [1.2, 1.4, 0.8], [-0.4, -0.1, -0.5], [0.6, 1.0, 1.6], [0.4, -1.9, -1.2], [-0.6, -0.2, 0.2], [0.5, 1.1, 0.1], [-0.9, -0.7, -0.6], [0.0, 0.2, -0.3], [-0.4, -0.4, -0.2], [-0.2, -0.1, -0.3], [0.3, -0.2, 0.4], [-0.4, 0.3, -0.3], [0.4, 0.0, -0.3], [0.2, -1.8, 2.5], [-0.5, -0.3, 0.3], [-0.1, -0.2, 0.0], [0.2, -0.1, -0.2], [0.0, 0.3, 0.0], [0.3, 0.0, -0.1], [-0.2, 0.1, 0.5], [0.0, 0.1, 0.2], [0.1, 0.2, -0.1], [0.1, 0.0, -0.1], [0.1, 0.1, -0.3], [0.1, 0.0, 0.0], [-0.1, 0.1, -0.1], [0.2, 0.1, 0.2], [0.0, 0.4, -0.3], [0.0, -0.3, -0.2], [-0.1, -0.2, -0.6], [0.3, 0.1, -0.4], [0.2, 0.4, 0.0], [-0.1, -0.2, 0.2], [0.0, 0.1, -0.1], [0.3, 0.2, 0.2], [0.2, -0.2, 0.0], [0.0, -0.3, -0.3], [-0.3, -0.1, -0.1], [-0.3, 0.1, 0.2]]}

{"formula": "C30H52BrF5NO6P", "method": "ωB97M-V with the def2-TZVPD basis set", "lumo_energy_ev": 0.48, "gap_ev": 8.683, "e_homo_ev": -8.20, "charge": 0, "smiles": "CCC[C@H](C)[C@@H](CCCCCCOC(C)=O)O[C@@H](Br)[C@@](CCCC(F)(F)C(F)(F)F)(OCN=C=O)P(C)CC.C1CCOC1", "species": ["C", "C", "C", "C", "C", "C", "C", "C", "C", "C", "C", "C", "O", "C", "C", "O", "O", "C", "Br", "C", "C", "C", "C", "C", "F", "F", "C", "F", "F", "F", "O", "C", "N", "C", "O", "P", "C", "C", "C", "H", "H", "H", "H", "H", "H", "H", "H", "H", "H", "H", "H", "H", "H", "H", "H", "H", "H", "H", "H", "H", "H", "H", "H", "H", "H", "H", "H", "H", "H", "H", "H", "H", "H", "H", "H", "H", "H", "H", "H", "H", "H", "H", "H", "C", "C", "C", "O", "C", "H", "H", "H", "H", "H", "H", "H", "H"], "coordinates": [[-5.248, 2.195, 2.050], [-3.976, 3.048, 2.286], [-2.899, 2.284, 3.031], [-2.319, 1.101, 2.227], [-2.561, -0.189, 3.001], [-0.842, 1.414, 1.959], [0.034, 1.198, 3.194], [0.675, -0.184, 3.273], [1.050, -0.491, 4.725], [1.662, -1.904, 4.862], [3.187, -1.796, 4.801], [3.802, -3.128, 4.434], [3.713, -3.980, 5.588], [3.393, -5.274, 5.261], [4.553, -6.181, 4.948], [2.245, -5.658, 5.230], [-0.340, 0.684, 0.832], [0.085, 1.468, -0.201], [1.739, 2.444, 0.369], [0.266, 0.640, -1.498], [-0.703, -0.542, -1.451], [-2.179, -0.160, -1.296], [-2.802, -1.111, -0.260], [-4.294, -1.060, -0.239], [-4.724, 0.124, 0.230], [-4.804, -1.222, -1.461], [-4.905, -2.177, 0.696], [-3.962, -2.715, 1.473], [-5.427, -3.167, -0.009], [-5.824, -1.665, 1.498], [-0.110, 1.396, -2.622], [0.866, 2.245, -3.154], [1.536, 1.602, -4.308], [2.738, 1.803, -4.327], [3.926, 2.000, -4.464], [2.016, -0.087, -1.614], [2.318, -1.045, -0.076], [1.904, -1.385, -2.948], [1.713, -2.832, -2.470], [-4.988, 1.153, 2.169], [-6.007, 2.424, 2.783], [-5.628, 2.389, 1.060], [-3.633, 3.422, 1.328], [-4.285, 3.886, 2.897], [-2.111, 2.969, 3.333], [-3.353, 1.929, 3.950], [-2.848, 1.083, 1.280], [-2.081, -1.062, 2.577], [-3.628, -0.381, 3.004], [-2.285, -0.094, 4.041], [-0.821, 2.480, 1.760], [-0.571, 1.330, 4.078], [0.836, 1.922, 3.191], [1.602, -0.228, 2.721], [0.008, -0.976, 2.969], [1.825, 0.219, 5.001], [0.210, -0.349, 5.395], [1.339, -2.325, 5.800], [1.328, -2.485, 4.010], [3.555, -1.473, 5.767], [3.470, -1.034, 4.086], [3.189, -3.555, 3.648], [4.825, -3.039, 4.081], [5.501, -5.734, 5.198], [4.418, -7.079, 5.530], [4.539, -6.394, 3.889], [-0.615, 2.262, -0.438], [-0.389, -1.276, -0.726], [-0.612, -1.003, -2.426], [-2.734, -0.304, -2.212], [-2.304, 0.865, -0.984], [-2.362, -0.874, 0.696], [-2.495, -2.110, -0.538], [1.569, 2.613, -2.416], [0.342, 3.105, -3.552], [2.617, -0.384, 0.720], [3.163, -1.686, -0.275], [1.468, -1.618, 0.280], [2.854, -1.348, -3.464], [1.138, -1.119, -3.663], [2.611, -3.133, -1.951], [1.633, -3.472, -3.341], [0.846, -2.958, -1.841], [1.188, 3.212, -8.939], [2.000, 3.173, -7.650], [1.282, 4.196, -6.790], [-0.090, 4.169, -7.187], [-0.223, 3.422, -8.401], [1.279, 2.315, -9.549], [1.493, 4.068, -9.546], [1.919, 2.185, -7.191], [3.056, 3.402, -7.790], [1.664, 5.209, -6.958], [1.361, 3.966, -5.727], [-0.699, 2.465, -8.162], [-0.866, 3.966, -9.092]], "atomic_forces_ev_per_a": [[0.9, 0.3, 0.3], [-0.8, -0.3, 0.2], [-0.2, 0.1, -0.2], [0.4, 0.3, 0.6], [-0.4, 0.0, -0.4], [-0.4, 0.2, 0.7], [0.3, -0.7, -0.8], [-0.2, 0.1, 1.3], [0.5, -0.4, -0.3], [0.2, 1.5, -0.1], [-0.4, -0.6, 0.1], [-0.3, 0.4, 0.2], [0.0, -0.3, -0.1], [-1.1, -0.5, 0.0], [-0.1, 0.5, 0.3], [1.2, 0.6, 0.1], [0.1, 0.0, 0.0], [0.0, -0.2, -0.4], [0.0, 0.3, -0.1], [0.2, -1.7, 1.3], [-0.5, 0.7, -1.0], [-0.3, -0.8, 0.6], [0.7, 0.5, -0.9], [0.3, -0.8, 1.1], [-0.2, 0.5, -0.1], [-0.4, -0.1, -0.8], [0.4, 0.4, -0.2], [0.4, -0.1, 0.3], [-0.3, -0.2, -0.3], [-0.5, 0.1, 0.2], [0.4, 0.3, 0.0], [-0.9, 0.3, -0.5], [0.8, 0.4, 0.7], [4.2, 0.5, -1.2], [-4.2, -0.8, 0.6], [1.1, 0.8, -0.8], [-0.7, 0.2, -0.1], [-0.4, -0.5, 0.8], [0.3, 0.5, -0.6], [-0.3, -0.2, -0.2], [-0.3, 0.1, 0.2], [-0.3, -0.2, -0.2], [0.3, 0.2, -0.1], [0.2, 0.5, 0.0], [0.2, 0.1, 0.1], [0.0, -0.2, 0.3], [0.0, -0.1, -0.2], [0.2, -0.2, 0.0], [-0.3, -0.2, 0.0], [0.3, 0.0, 0.3], [0.2, 0.2, -0.6], [-0.2, 0.3, 0.3], [0.1, 0.4, 0.2], [0.1, -0.1, -0.6], [-0.2, -0.2, -0.5], [0.0, 0.3, 0.4], [-0.3, 0.0, 0.1], [0.0, -0.6, 0.1], [-0.3, -0.5, 0.1], [0.3, 0.1, 0.2], [0.1, 0.1, -0.4], [0.0, -0.2, -0.4], [0.3, -0.1, 0.1], [0.3, 0.2, 0.1], [0.0, -0.4, -0.1], [-0.1, -0.3, -0.3], [-0.1, 0.4, 0.1], [0.0, 0.0, 0.4], [0.1, -0.3, -0.2], [0.1, 0.2, -0.4], [-0.1, 0.3, 0.1], [-0.2, -0.2, 0.2], [-0.1, -0.4, 0.1], [0.2, -0.3, 0.2], [-0.3, 0.1, -0.1], [0.1, 0.4, 0.2], [0.2, -0.3, -0.1], [0.0, -0.3, 0.0], [0.2, 0.2, -0.2], [-0.2, 0.3, -0.2], [0.1, -0.3, 0.4], [-0.2, -0.3, -0.1], [-0.2, -0.1, 0.2], [0.0, 0.2, 0.0], [0.1, -0.2, 0.0], [-0.1, 0.2, -0.1], [0.1, -0.1, -0.1], [0.0, -0.1, 0.1], [0.0, 0.0, 0.0], [0.0, 0.0, 0.0], [0.0, 0.0, 0.0], [0.0, 0.0, 0.0], [0.1, 0.0, 0.0], [-0.1, 0.0, 0.0], [0.0, 0.0, -0.1], [0.0, 0.1, 0.1]]}

no.,molecular weight (g/mol)
1,670.68
2,758.91
3,728.61